1.
{"formula": "C12H19O4PPm", "method": "ωB97M-V with the def2-TZVPD basis set", "elements": ["Pm", "C", "O", "C", "O", "C", "O", "C", "O", "C", "H", "H", "C", "H", "H", "C", "C", "P", "C", "C", "C", "C", "H", "H", "H", "H", "H", "H", "H", "H", "H", "H", "H", "H", "H", "H", "H"], "positions_angstrom": [[-1.450, -0.989, -0.680], [-0.383, -2.992, 0.210], [-0.234, -4.128, 0.130], [-2.573, -2.772, -1.734], [-2.645, -3.893, -2.077], [0.004, -2.296, -2.264], [0.433, -3.286, -2.687], [-2.677, -2.192, 1.008], [-3.121, -2.880, 1.829], [-3.261, 2.846, -3.010], [-3.491, 3.290, -2.034], [-2.269, 3.031, -3.442], [-4.135, 2.037, -3.621], [-3.885, 1.555, -4.573], [-5.106, 1.816, -3.168], [0.377, 2.745, 0.987], [1.470, 1.766, 0.530], [0.890, 0.055, 0.425], [2.320, -0.853, -0.352], [3.676, -0.558, 0.273], [0.261, -0.325, 2.184], [1.224, -0.027, 3.317], [-0.421, 2.813, 0.229], [0.785, 3.754, 1.128], [-0.079, 2.420, 1.932], [1.788, 2.052, -0.488], [2.387, 1.879, 1.142], [2.077, -1.928, -0.366], [2.298, -0.479, -1.394], [3.787, -1.048, 1.246], [4.450, -0.962, -0.388], [3.860, 0.517, 0.385], [-0.647, 0.299, 2.275], [-0.063, -1.378, 2.177], [1.603, 1.002, 3.286], [0.687, -0.160, 4.263], [2.062, -0.731, 3.320]], "forces_ev_per_angstrom": [[0.05, 6.07, 0.12], [1.08, -5.82, -0.16], [-0.23, 4.10, 0.83], [-1.32, -9.27, -3.53], [-0.07, 6.61, 1.94], [2.61, -5.20, -2.67], [-1.69, 4.84, 1.60], [-3.47, -4.33, 5.64], [2.07, 3.44, -4.02], [0.41, -0.58, 0.39], [0.04, 0.09, -0.50], [-0.51, 0.18, 0.11], [0.26, -0.43, 0.23], [-0.27, 0.32, 0.28], [0.22, 0.18, -0.32], [-0.28, -0.14, 0.05], [-0.02, 1.22, -0.61], [0.97, -0.03, 0.53], [-0.41, 0.10, 0.46], [0.37, -0.27, 0.06], [0.02, -0.22, -1.51], [0.26, -0.16, 0.55], [0.20, 0.07, 0.21], [-0.10, -0.35, -0.04], [0.15, 0.29, -0.15], [-0.02, -0.17, 0.22], [-0.55, -0.52, -0.06], [0.30, 0.19, -0.05], [-0.11, -0.16, 0.30], [-0.01, 0.15, -0.13], [-0.06, 0.11, 0.17], [-0.02, -0.33, -0.08], [0.13, -0.08, -0.01], [0.07, 0.04, 0.36], [-0.11, -0.26, -0.05], [0.14, 0.09, -0.11], [-0.09, 0.22, -0.04]], "charge": 3, "multiplicity": 5, "lumo_ev": [-14.17, -14.03]}

=====

2.
{"formula": "C12H20AsF12O16SV3", "method": "ωB97M-V with the def2-TZVPD basis set", "elements": ["O", "V", "O", "O", "V", "O", "O", "V", "O", "S", "O", "O", "O", "O", "As", "F", "F", "F", "F", "F", "F", "C", "O", "C", "C", "O", "C", "H", "H", "H", "H", "H", "H", "H", "H", "H", "H", "C", "C", "O", "C", "O", "C", "F", "F", "F", "H", "H", "H", "H", "H", "C", "C", "O", "C", "O", "C", "F", "F", "F", "H", "H", "H", "H", "H"], "positions_angstrom": [[3.741, -1.993, -8.104], [3.352, -0.554, -8.630], [3.985, 0.562, -7.628], [-4.910, 3.231, -3.346], [-4.882, 2.372, -4.758], [-6.285, 1.839, -5.157], [0.028, 7.650, -7.575], [-1.053, 6.840, -6.748], [-0.642, 6.752, -5.159], [-1.465, 1.748, -8.784], [-2.712, 1.277, -8.157], [-1.851, 2.171, -10.109], [-1.107, 2.965, -8.044], [-0.494, 0.695, -8.797], [-0.060, 0.267, -2.191], [-1.598, 0.501, -3.128], [0.501, 1.920, -2.564], [1.408, -0.180, -1.223], [-0.561, -1.428, -1.832], [0.817, -0.285, -3.679], [-0.874, 0.972, -0.721], [1.860, 1.926, 5.581], [2.469, 2.782, 4.595], [1.617, 3.397, 3.689], [1.247, 4.914, 3.895], [0.516, 4.929, 5.069], [0.357, 6.290, 5.512], [1.711, 0.943, 5.135], [0.904, 2.252, 5.991], [2.574, 1.804, 6.396], [0.674, 2.866, 3.559], [2.109, 3.298, 2.721], [0.598, 5.159, 3.054], [2.136, 5.516, 3.710], [-0.298, 6.831, 4.829], [1.320, 6.791, 5.607], [-0.087, 6.315, 6.508], [4.209, -4.345, 3.177], [5.453, -3.607, 2.684], [6.505, -4.541, 2.755], [7.670, -4.272, 2.236], [7.995, -3.219, 1.678], [8.724, -5.478, 2.297], [8.580, -6.244, 3.455], [8.501, -6.336, 1.220], [10.012, -5.064, 2.282], [4.200, -4.736, 4.195], [4.053, -5.157, 2.467], [3.353, -3.689, 3.020], [5.624, -2.756, 3.342], [5.307, -3.243, 1.667], [-6.639, -2.370, 2.406], [-5.728, -2.682, 1.225], [-6.486, -3.430, 0.246], [-6.693, -2.980, -1.023], [-6.049, -2.025, -1.561], [-7.913, -3.655, -1.782], [-7.547, -4.798, -2.353], [-8.905, -3.848, -0.964], [-8.377, -2.878, -2.789], [-6.418, -3.032, 3.242], [-7.658, -2.563, 2.073], [-6.540, -1.348, 2.772], [-4.949, -3.297, 1.674], [-5.331, -1.742, 0.841]], "forces_ev_per_angstrom": [[-0.46, 2.59, -0.86], [1.20, 1.07, 3.87], [-1.52, -3.36, -2.83], [-0.45, -2.38, -4.25], [0.40, 1.17, 3.30], [0.71, 0.71, 0.65], [-1.31, -0.89, 1.31], [2.35, -0.14, 2.58], [-0.96, 0.46, -4.17], [-1.94, 0.42, -0.09], [-1.15, -0.43, 1.27], [0.04, 0.53, -1.95], [1.08, 1.12, 1.21], [2.23, -1.05, 0.22], [0.70, -0.83, 0.61], [1.28, -0.01, 0.66], [-0.48, -1.35, 0.28], [-1.36, 1.12, -0.94], [-0.05, 1.80, -0.47], [-1.13, 0.50, 1.33], [0.82, -1.09, -1.65], [0.49, -0.07, -0.54], [-0.15, 0.01, 1.54], [-0.53, 0.82, -1.44], [0.27, -3.12, -1.45], [0.32, 2.10, 1.36], [-0.19, -0.61, 0.30], [-0.11, -0.17, -0.08], [0.06, 0.48, -0.19], [0.00, 0.17, -0.04], [-0.18, -0.22, 0.33], [0.07, 0.22, -0.23], [-0.27, 0.08, -0.32], [0.21, 0.45, 1.21], [0.03, 0.15, -0.14], [0.14, 0.02, -0.25], [-0.15, -0.33, -0.08], [-0.24, 0.10, -1.29], [-1.51, 0.56, 0.88], [1.16, -1.42, 0.30], [1.80, 2.33, -1.70], [-0.66, -2.52, 1.34], [-0.23, -1.39, 0.63], [0.01, 1.19, -1.77], [0.46, 1.46, 1.62], [-1.72, -0.27, -0.32], [0.40, 0.24, -0.08], [-0.11, -0.32, 0.24], [-0.04, 0.11, 0.27], [0.51, 0.05, -0.13], [0.17, -0.09, 0.01], [-0.50, -0.25, 0.04], [0.16, 0.78, 0.86], [-0.80, -0.17, -1.91], [2.89, 4.16, -0.66], [-2.79, -4.06, 2.09], [1.13, 0.88, -0.82], [0.19, -0.44, 0.25], [-0.90, -0.45, 0.95], [0.60, 0.03, 0.69], [-0.17, -0.02, -0.02], [-0.15, 0.24, 0.31], [-0.04, 0.00, -0.21], [0.27, -0.20, -1.06], [0.10, -0.45, -0.55]], "multiplicity": 1, "lumo_ev": -5.43}

=====

3.
{"formula": "C12H20BFN", "method": "ωB97M-V with the def2-TZVPD basis set", "elements": ["C", "C", "C", "C", "B", "F", "C", "C", "N", "H", "H", "H", "H", "H", "H", "H", "H", "H", "H", "H", "H", "H", "H", "C", "C", "C", "C", "C", "C", "H", "H", "H", "H", "H", "H"], "positions_angstrom": [[-1.345, -2.254, -2.824], [-0.751, -3.657, -2.618], [-0.045, -3.815, -1.262], [1.303, -3.087, -1.191], [1.827, -2.604, 0.281], [2.896, -1.612, 0.063], [0.675, -1.888, 1.223], [0.024, -0.703, 0.597], [0.601, 0.352, 0.176], [-1.410, -1.724, -1.873], [-2.353, -2.297, -3.238], [-0.728, -1.639, -3.476], [0.005, -3.830, -3.390], [-1.518, -4.423, -2.751], [0.090, -4.885, -1.082], [-0.728, -3.446, -0.490], [2.060, -3.773, -1.591], [1.285, -2.236, -1.883], [2.318, -3.542, 0.923], [-0.092, -2.619, 1.493], [1.158, -1.566, 2.150], [-1.063, -0.739, 0.457], [1.608, 0.230, 0.305], [-0.318, 4.787, 0.298], [-0.035, 3.571, 0.907], [-0.202, 3.435, 2.278], [-0.648, 4.509, 3.037], [-0.930, 5.724, 2.426], [-0.765, 5.862, 1.055], [-0.191, 4.894, -0.772], [0.300, 2.720, 0.324], [0.015, 2.485, 2.749], [-0.779, 4.399, 4.107], [-1.280, 6.561, 3.018], [-0.984, 6.809, 0.576]], "forces_ev_per_angstrom": [[-0.01, -0.08, 0.17], [0.36, 0.14, 0.00], [-0.13, 0.01, -0.28], [-0.02, -0.22, 0.10], [0.34, 0.07, -0.11], [-0.05, -0.03, 0.03], [-0.24, 0.10, -0.07], [0.04, -0.07, -0.01], [0.03, 0.05, -0.02], [-0.02, 0.03, 0.04], [-0.01, 0.03, -0.13], [-0.01, 0.04, -0.06], [-0.08, -0.15, -0.09], [-0.11, 0.00, 0.07], [0.05, -0.02, 0.19], [-0.05, -0.04, 0.08], [0.06, 0.08, -0.15], [-0.04, 0.17, 0.12], [-0.13, -0.08, 0.02], [0.00, -0.02, 0.11], [0.10, -0.03, 0.02], [-0.06, 0.02, -0.02], [0.04, 0.00, 0.02], [0.00, 0.03, 0.06], [0.03, -0.02, -0.13], [-0.01, 0.03, 0.05], [0.01, -0.01, 0.00], [-0.01, 0.01, 0.01], [0.01, 0.00, -0.02], [0.00, 0.00, -0.01], [-0.06, -0.04, 0.04], [0.00, -0.02, -0.03], [0.00, 0.00, 0.01], [0.00, 0.00, 0.00], [-0.01, 0.00, 0.00]], "e_above_lowest_kcal_mol": 1.9, "charge": -1, "multiplicity": 1, "lumo_ev": 3.05}

=====

4.
{"formula": "C12H20BHfN4OS3Te4", "method": "ωB97M-V with the def2-TZVPD basis set", "elements": ["Hf", "Te", "Te", "Te", "Te", "C", "N", "C", "C", "N", "B", "N", "C", "C", "N", "C", "C", "S", "C", "S", "H", "H", "H", "H", "H", "H", "H", "H", "H", "H", "H", "H", "O", "S", "C", "C", "C", "C", "H", "H", "H", "H", "H", "H", "H", "H"], "positions_angstrom": [[-11.559, 8.312, 6.918], [-11.717, 9.065, 9.591], [-12.428, 6.442, 9.311], [-14.158, 6.634, 7.260], [-12.647, 6.353, 5.045], [-8.459, 10.612, 8.845], [-9.384, 11.523, 8.186], [-9.672, 12.815, 8.622], [-10.471, 13.369, 7.694], [-10.623, 12.471, 6.663], [-11.375, 12.921, 5.308], [-11.804, 11.676, 4.516], [-11.631, 11.649, 3.121], [-12.420, 10.690, 2.596], [-13.095, 10.167, 3.644], [-14.287, 9.363, 3.510], [-12.743, 10.750, 4.827], [-13.188, 10.317, 6.424], [-9.973, 11.372, 6.966], [-9.818, 9.934, 6.059], [-7.597, 11.127, 9.245], [-8.168, 9.833, 8.155], [-8.953, 10.177, 9.692], [-9.245, 13.081, 9.574], [-10.909, 14.365, 7.707], [-10.570, 13.557, 4.690], [-12.341, 13.567, 5.615], [-10.991, 12.428, 2.776], [-12.554, 10.348, 1.581], [-14.487, 8.710, 4.400], [-14.240, 8.647, 2.687], [-15.157, 10.007, 3.376], [-9.838, 7.010, 6.653], [-9.499, 5.534, 7.025], [-7.961, 5.711, 7.954], [-6.812, 5.608, 6.967], [-7.297, 5.685, 5.497], [-8.626, 4.925, 5.528], [-7.978, 4.977, 8.759], [-8.104, 6.714, 8.342], [-6.397, 4.614, 7.099], [-6.025, 6.262, 7.158], [-6.570, 5.309, 4.747], [-7.477, 6.733, 5.248], [-8.448, 3.861, 5.783], [-9.319, 5.001, 4.684]], "forces_ev_per_angstrom": [[0.04, 0.20, -0.56], [-0.23, -0.13, 0.22], [0.42, -0.11, 0.12], [-0.51, 0.11, -0.10], [0.06, 0.04, 0.12], [-0.31, 0.18, 0.09], [0.11, 0.87, -0.55], [0.54, -1.46, 0.54], [0.00, 0.77, 0.14], [-0.78, 0.89, -0.47], [0.40, -0.07, 0.94], [-1.25, -0.56, -1.54], [0.29, 0.54, 1.69], [0.63, 0.76, -0.40], [-1.24, -1.18, 1.61], [-1.02, -1.36, 0.64], [1.56, 0.66, -1.58], [-0.31, -0.56, 0.36], [0.27, -0.21, 1.04], [0.61, -1.00, -0.71], [0.24, 0.35, -0.32], [0.09, -0.07, -0.12], [-0.26, -0.45, 0.37], [-0.28, 0.56, -0.06], [0.07, -0.48, -0.28], [0.00, -0.05, -0.23], [0.03, -0.03, 0.15], [0.31, -0.10, -0.80], [-0.11, 0.09, 0.15], [0.49, 0.95, -0.59], [0.33, 0.39, -0.13], [0.06, 0.03, -0.08], [0.03, -0.10, 0.56], [-0.19, 0.08, -1.05], [-0.61, 0.58, -0.35], [-0.36, -2.01, -0.98], [-0.36, 0.55, 0.36], [0.01, -0.29, 0.57], [0.17, 0.08, -0.05], [0.17, 0.13, 0.39], [0.24, -0.26, 0.01], [1.17, 1.37, 0.44], [-0.49, -0.06, 0.68], [-0.11, -0.03, -0.12], [-0.17, 0.32, -0.28], [0.24, 0.05, 0.14]], "charge": 1, "multiplicity": 1, "lumo_ev": -3.91}

=====

5.
{"formula": "C12H20Br12O4S2", "method": "ωB97M-V with the def2-TZVPD basis set", "elements": ["C", "Br", "Br", "Br", "H", "C", "Br", "Br", "Br", "H", "C", "Br", "Br", "Br", "H", "C", "Br", "Br", "Br", "H", "C", "C", "C", "S", "O", "O", "C", "H", "H", "H", "H", "H", "H", "H", "H", "C", "C", "C", "S", "O", "O", "C", "H", "H", "H", "H", "H", "H", "H", "H"], "positions_angstrom": [[-5.724, 0.826, -6.652], [-3.856, 0.797, -6.218], [-6.437, 2.563, -6.428], [-6.672, -0.416, -5.585], [-5.795, 0.536, -7.688], [-9.587, 4.208, -10.220], [-7.964, 3.294, -9.773], [-10.623, 3.208, -11.455], [-9.213, 5.940, -10.931], [-10.132, 4.357, -9.303], [-4.723, 2.432, -10.958], [-3.077, 1.543, -10.552], [-5.826, 1.384, -12.112], [-4.395, 4.147, -11.712], [-5.204, 2.592, -10.005], [-1.695, 2.112, -13.921], [-0.748, 0.442, -14.026], [-2.736, 2.392, -15.484], [-0.519, 3.552, -13.582], [-2.377, 2.028, -13.089], [-6.881, 4.885, -15.613], [-6.524, 3.461, -15.127], [-7.700, 2.951, -14.306], [-9.163, 3.831, -14.914], [-9.600, 4.697, -13.857], [-10.101, 2.949, -15.549], [-8.292, 4.794, -16.155], [-6.176, 5.286, -16.333], [-6.913, 5.524, -14.724], [-5.620, 3.517, -14.516], [-6.288, 2.779, -15.948], [-7.657, 3.194, -13.247], [-7.975, 1.898, -14.364], [-8.886, 5.693, -16.302], [-8.359, 4.182, -17.059], [-0.360, -0.380, -9.797], [0.801, 0.407, -10.426], [1.776, 0.743, -9.314], [1.659, -0.623, -8.171], [1.273, -0.156, -6.868], [2.813, -1.435, -8.313], [0.284, -1.480, -9.001], [-1.035, -0.747, -10.572], [-0.940, 0.268, -9.131], [0.444, 1.307, -10.938], [1.281, -0.120, -11.257], [1.540, 1.678, -8.808], [2.831, 0.785, -9.575], [-0.268, -1.940, -8.188], [0.809, -2.176, -9.650]], "forces_ev_per_angstrom": [[0.44, -0.13, -0.01], [0.40, -0.01, -0.03], [-0.21, 0.68, -0.10], [-0.37, -0.56, 0.22], [-0.17, -0.02, -0.09], [0.07, 0.26, -0.19], [0.15, -0.14, 0.21], [-0.45, -0.52, 0.19], [0.14, 0.45, 0.06], [-0.13, -0.13, 0.08], [0.09, 0.01, 0.09], [0.25, -0.26, 0.15], [0.08, -0.36, 0.12], [0.07, 0.48, -0.20], [-0.27, -0.06, -0.01], [-0.09, -0.43, 0.09], [0.07, -0.19, 0.07], [-0.33, 0.12, -0.43], [0.34, 0.47, 0.19], [-0.03, 0.03, 0.07], [-0.36, -0.17, 0.44], [0.48, 0.09, 0.11], [-0.88, -0.07, 0.06], [0.68, 0.01, -0.24], [-0.22, 0.58, -0.01], [-0.19, -0.27, -0.05], [-0.57, -0.57, -0.26], [0.09, -0.01, -0.01], [0.22, 0.15, -0.16], [-0.08, -0.12, 0.03], [-0.19, 0.14, -0.12], [0.15, 0.25, -0.04], [0.39, -0.07, -0.27], [0.29, 0.23, 0.08], [0.14, 0.11, -0.03], [-0.31, 0.26, -0.43], [-0.24, 0.67, -0.83], [0.37, 0.33, 0.10], [-1.01, 0.29, 0.08], [-0.26, 0.09, 0.13], [1.37, -0.86, -0.03], [0.93, 0.45, 0.53], [0.02, -0.10, 0.08], [0.08, 0.01, -0.04], [-0.08, 0.07, 0.35], [0.00, -0.47, 0.38], [-0.24, -0.14, 0.15], [-0.06, -0.04, -0.31], [-0.29, -0.20, -0.22], [-0.27, -0.35, 0.07]], "e_above_lowest_kcal_mol": 2.8, "multiplicity": 1, "lumo_ev": -0.51}

=====

6.
{"formula": "C12H20Br3Cl2CuO5", "method": "ωB97M-V with the def2-TZVPD basis set", "elements": ["Cu", "C", "C", "O", "H", "H", "H", "H", "H", "O", "C", "O", "C", "C", "C", "H", "H", "H", "H", "H", "H", "O", "C", "O", "C", "C", "C", "H", "H", "H", "H", "H", "H", "C", "Cl", "Cl", "H", "H", "C", "Br", "Br", "Br", "H"], "positions_angstrom": [[3.457, -0.230, 0.637], [-0.048, 1.730, -1.657], [0.450, 1.138, -0.325], [1.720, 0.624, -0.323], [0.235, 1.216, -2.577], [0.370, 2.727, -1.823], [-1.132, 1.819, -1.639], [-0.200, 0.266, -0.163], [0.343, 1.925, 0.423], [2.368, -0.168, 2.571], [1.322, -0.116, 3.175], [1.089, 0.800, 4.101], [-0.270, 0.744, 4.558], [-0.757, -0.642, 4.160], [0.088, -0.940, 2.917], [-0.860, 1.618, 4.279], [-0.251, 0.801, 5.650], [-1.831, -0.764, 4.052], [-0.433, -1.348, 4.930], [-0.484, -0.565, 2.062], [0.266, -1.993, 2.718], [0.442, -5.910, -2.759], [0.101, -4.783, -2.617], [0.962, -3.751, -2.859], [0.422, -2.477, -2.629], [-1.015, -2.722, -2.079], [-1.260, -4.223, -2.196], [0.478, -1.833, -3.501], [0.813, -1.950, -1.751], [-1.806, -2.192, -2.618], [-1.109, -2.417, -1.038], [-2.044, -4.655, -2.809], [-1.415, -4.607, -1.184], [-3.074, 2.857, 1.001], [-3.934, 2.194, -0.401], [-4.061, 2.809, 2.477], [-2.234, 2.184, 1.130], [-2.766, 3.874, 0.800], [3.197, 3.693, -2.856], [5.121, 3.532, -3.048], [2.190, 3.400, -4.513], [2.664, 5.424, -2.093], [2.883, 2.914, -2.179]], "forces_ev_per_angstrom": [[-1.13, 0.36, 0.59], [0.50, 0.45, -0.90], [0.07, 0.53, -0.34], [0.43, -0.28, -0.35], [-0.01, -0.59, 0.35], [-0.06, 0.08, 0.39], [-0.04, -0.04, 0.17], [-0.08, -0.14, 0.31], [-0.19, -0.29, 0.42], [1.15, -0.07, -0.58], [-0.93, 0.28, -0.64], [0.39, 0.13, -0.37], [-0.62, -0.34, 1.72], [0.45, -0.64, 0.10], [-1.12, 0.02, 0.21], [0.25, -0.14, -0.81], [0.26, 0.09, -0.12], [0.02, 0.23, -0.19], [-0.17, 0.12, 0.11], [0.51, 0.23, -0.25], [0.30, 0.01, 0.15], [-0.03, -0.16, 0.08], [-0.47, 0.28, -0.28], [0.85, 0.14, -0.02], [-1.74, 0.33, 1.45], [-1.43, 0.00, -1.15], [1.22, -0.50, 1.10], [0.03, -0.23, -0.19], [1.30, -0.22, -0.50], [0.30, 0.21, -0.06], [0.16, 0.03, 0.00], [-0.05, 0.46, -0.28], [-0.16, -0.29, -0.15], [-0.17, -0.53, 0.04], [-0.06, 0.18, -0.04], [0.24, 0.06, -0.24], [0.14, 0.24, 0.26], [-0.08, 0.04, -0.01], [-0.23, 0.54, -0.35], [-0.62, 0.07, -0.06], [0.54, 0.00, 0.49], [0.30, -0.73, -0.17], [-0.02, 0.06, 0.10]], "charge": 1, "multiplicity": 2, "lumo_ev": [-4.85, -6.59]}